No. 1
Formula: C37H74BCl36F7N2O2P
Source: the OMol25 dataset
Level of theory: ωB97M-V/def2-TZVPD

Geometry as XYZ:
```
160
Properties=species:S:1:pos:R:3:lowdin_charge:R:1
C -5.26496 4.82271 -1.33101 -0.097
C -5.19874 3.24335 -1.76622 -0.290
N -4.17604 2.90917 -2.82750 -0.135
P -2.55693 2.55393 -2.13334 1.160
C -1.54466 1.75724 -3.59163 -0.237
C -2.19821 0.36223 -4.15170 -0.225
C -1.08392 -0.43477 -5.11128 -0.197
C 0.12399 -1.10784 -4.20568 -0.206
C 1.46976 -1.50203 -5.06148 -0.198
C 2.88795 -1.25730 -4.20988 -0.287
C 2.76053 -1.61714 -2.61581 -0.227
C 4.12139 -2.21330 -1.92356 -0.194
C 4.01560 -1.90635 -0.28386 -0.215
C 2.91554 -2.89237 0.47257 -0.159
C 3.25507 -2.94502 2.10904 -0.226
O 2.04800 -2.80288 2.95076 -0.270
C 2.44622 -2.64349 4.38665 -0.113
B -1.72434 4.30172 -1.87053 -0.488
O -0.84758 4.63859 -0.73150 0.025
N -2.01417 5.34137 -2.97328 -0.171
C -0.76353 5.68789 -3.75278 -0.161
C -2.48813 6.65363 -2.38228 -0.107
C -2.58799 1.48997 -0.55148 -0.255
F -3.70105 0.48435 -0.72974 -0.015
F -3.00297 2.34689 0.61499 -0.011
C -1.23248 0.61932 -0.25809 -0.097
F -1.01259 -0.42978 -1.32135 0.037
F -1.51817 -0.17756 0.99457 0.032
C 0.10835 1.50325 0.07648 -0.114
F 1.11652 0.52578 0.63345 0.042
F 0.75971 2.12677 -1.09792 0.054
F -0.12603 2.47942 1.20550 0.026
H -5.30853 5.58436 -2.21818 0.085
H -6.24086 4.99641 -0.67141 0.111
H -4.35799 5.00463 -0.58802 0.079
H -5.12974 2.60927 -0.78524 0.110
H -6.26320 2.98758 -2.24114 0.149
H -4.49519 2.15729 -3.47818 0.103
H -0.40332 1.70933 -3.33855 0.104
H -1.64506 2.54813 -4.48018 0.120
H -2.66589 -0.32966 -3.33084 0.112
H -3.06731 0.67521 -4.90259 0.120
H -1.60675 -1.24903 -5.80924 0.131
H -0.68902 0.39754 -5.86881 0.031
H -0.31743 -2.04822 -3.64315 0.127
H 0.44111 -0.29745 -3.42319 0.080
H 1.55976 -0.94693 -6.09564 0.054
H 1.44737 -2.67812 -5.25955 0.127
H 3.78914 -1.87859 -4.64500 0.030
H 3.06944 -0.08210 -4.27243 0.106
H 2.52020 -0.59162 -2.05590 0.101
H 1.83260 -2.32048 -2.35656 0.118
H 4.16911 -3.37327 -2.08298 0.119
H 5.06588 -1.66004 -2.35734 0.064
H 5.05493 -2.13118 0.25793 0.054
H 3.71195 -0.78829 -0.05549 0.112
H 1.84554 -2.38994 0.30790 0.109
H 2.89744 -3.98515 0.02942 0.118
H 3.95414 -2.02264 2.34654 0.062
H 3.78767 -3.96891 2.35938 0.141
H 2.35912 -3.66382 4.98574 0.087
H 3.56433 -2.25277 4.49947 0.096
H 1.78134 -1.82605 4.93922 0.092
H -1.37521 4.55107 0.11969 0.065
H 0.00179 6.28313 -3.06058 0.121
H -0.24806 4.78448 -4.29010 0.086
H -1.04904 6.46417 -4.61400 0.086
H -2.37735 6.73443 -1.21425 0.106
H -3.62113 6.90758 -2.63131 0.097
H -1.83320 7.52133 -2.86018 0.112
C -2.73889 -0.64767 4.26588 -1.022
Cl -4.22474 -1.58722 4.45197 0.539
Cl -1.64284 -0.91455 5.62697 0.523
H -2.23958 -0.95083 3.34236 0.011
H -2.99304 0.41391 4.21652 0.031
C 0.04504 0.81219 -8.80281 -0.977
Cl 0.70989 1.57547 -7.35350 0.530
Cl 0.53168 -0.88400 -8.90868 0.562
H -1.04566 0.86767 -8.76564 -0.033
H 0.41161 1.34327 -9.68462 0.042
C 7.59026 -0.24508 1.75723 -1.020
Cl 7.91103 -0.55396 0.04643 0.546
Cl 6.52465 -1.48055 2.43782 0.553
H 8.53667 -0.25150 2.30347 0.038
H 7.11231 0.73228 1.85880 -0.062
C -0.13539 5.04860 2.99451 -1.008
Cl -1.78998 5.60094 2.70745 0.567
Cl 0.34250 5.31765 4.67508 0.548
H -0.07366 3.98015 2.77384 0.005
H 0.54268 5.60047 2.33902 0.031
C -0.77621 -4.44257 7.31515 -1.035
Cl -1.90985 -5.17685 8.45569 0.525
Cl 0.83814 -5.14323 7.48267 0.516
H -1.13452 -4.61407 6.29716 -0.002
H -0.72019 -3.36895 7.51058 0.011
C -3.40766 5.94107 5.79816 -1.077
Cl -5.14482 5.66445 5.97388 0.504
Cl -2.82961 7.12500 6.97683 0.508
H -2.87956 4.99714 5.95381 0.020
H -3.20692 6.31438 4.79102 -0.042
C -7.44642 -0.08503 3.27034 -1.055
Cl -8.08378 1.43660 3.90559 0.496
Cl -7.59891 -0.15323 1.51046 0.488
H -6.39060 -0.16844 3.53939 -0.034
H -8.00548 -0.91543 3.70840 0.004
C -0.75354 5.74591 -7.94693 -0.999
Cl -1.88718 5.01163 -6.80639 0.517
Cl 0.86081 5.04526 -7.77940 0.497
H -1.11185 5.57442 -8.96492 0.033
H -0.69752 6.81954 -7.75150 0.034
C -2.87069 -1.48197 -9.83128 -1.035
Cl -3.56456 -2.06981 -11.34723 0.526
Cl -3.45393 0.14334 -9.45275 0.515
H -3.15623 -2.15959 -9.02294 0.034
H -1.78225 -1.45675 -9.92436 -0.038
C -3.54782 -8.84699 7.97010 -1.084
Cl -5.16379 -8.73125 8.67747 0.554
Cl -2.63085 -10.17463 8.69234 0.519
H -3.64153 -9.02259 6.89563 -0.050
H -3.01465 -7.90946 8.14557 -0.020
C -5.81265 -5.67856 10.24425 -1.059
Cl -7.46724 -5.12623 9.95719 0.496
Cl -5.33476 -5.40951 11.92482 0.501
H -5.75092 -6.74701 10.02358 -0.063
H -5.13458 -5.12670 9.58876 0.015
C 6.41003 -1.41541 -6.01681 -0.963
Cl 4.75544 -0.86308 -6.30387 0.587
Cl 6.88793 -1.14636 -4.33624 0.526
H 6.47176 -2.48386 -6.23748 0.037
H 7.08810 -0.86355 -6.67230 0.032
C -2.86075 -6.45082 4.31029 -0.996
Cl -3.99439 -7.18510 5.45083 0.583
Cl -1.24640 -7.15147 4.47782 0.527
H -3.21906 -6.62231 3.29230 0.032
H -2.80473 -5.37719 4.50572 0.018
C 7.37747 3.48751 3.71750 -1.029
Cl 7.69823 3.17863 2.00670 0.530
Cl 6.31185 2.25204 4.39808 0.522
H 8.32387 3.48109 4.26373 0.039
H 6.89952 4.46488 3.81907 -0.060
C -8.98115 0.20378 7.66896 -1.020
Cl -10.23194 1.31002 7.08853 0.496
Cl -8.77432 -1.15940 6.56261 0.505
H -8.03531 0.74548 7.74671 0.030
H -9.27049 -0.17626 8.65174 0.031
C 7.89534 -3.95970 -0.96705 -1.038
Cl 8.21610 -4.26858 -2.67785 0.471
Cl 6.82972 -5.19516 -0.28647 0.499
H 8.84175 -3.96612 -0.42081 0.033
H 7.41739 -2.98233 -0.86548 -0.049
C 8.29243 -7.21603 -5.48005 -1.019
Cl 7.03965 -6.78228 -4.31063 0.473
Cl 9.09102 -5.77489 -6.12071 0.489
H 9.03696 -7.84564 -4.98673 0.032
H 7.83356 -7.76531 -6.30572 0.028
C 5.33979 7.01225 1.92405 -0.995
Cl 6.91177 6.45725 2.51225 0.559
Cl 4.02179 6.29982 2.86236 0.501
H 5.29109 8.10040 2.01168 0.033
H 5.22880 6.72115 0.87670 0.033
```

The calculation puts the LUMO energy at -0.1663 hartree. The calculation puts the frontier orbital gap at 0.2405 Eh. Its charge is +1. The calculation puts the largest force on an atom at 5.6 eV/A.


No. 2
Formula: C37H74ClFNO6
Source: the OMol25 dataset
Level of theory: ωB97M-V/def2-TZVPD

Geometry as XYZ:
```
120
Properties=species:S:1:pos:R:3:lowdin_charge:R:1
C 7.32796 6.73340 2.16065 -0.077
C 6.74454 5.35816 1.55294 -0.258
O 6.65979 4.39248 2.64619 -0.186
C 6.49176 3.10269 2.01254 -0.178
C 5.21750 2.30581 2.63534 -0.133
O 5.01537 1.15730 1.76616 -0.259
C 3.78151 0.47078 2.04487 -0.358
C 3.39965 0.35762 3.59129 -0.105
C 2.22640 -0.68689 3.91912 -0.158
C 0.74573 -0.07476 3.87824 -0.153
C -0.24576 -0.61916 5.01663 -0.164
O -1.22355 -1.51790 4.43282 -0.069
C -2.49063 -0.90335 4.26701 -0.393
C -3.25595 -0.98996 2.84374 0.000
O -3.11772 -0.30539 5.17775 0.062
C 2.45880 0.95405 1.24038 0.131
N 1.96879 0.06027 0.39726 -0.023
C 0.70952 0.50088 -0.31042 -0.079
C 0.92415 0.64984 -1.89513 -0.169
O 0.00203 -0.10321 -2.70245 -0.176
C -1.38474 0.18371 -2.38392 -0.246
C -1.74249 1.73991 -2.25489 -0.077
C 2.72292 -1.25260 0.26901 -0.195
C 1.61692 -2.31018 0.74358 -0.115
C 2.15364 -3.83125 0.85360 -0.119
C 1.79420 -4.46509 2.30703 -0.151
F 2.94134 -5.03150 2.96580 -0.094
C 3.98836 -0.93020 1.19020 -0.452
Cl 5.21740 -0.34892 -0.11216 0.772
C 4.78797 -2.10708 1.92806 -0.118
C 5.82902 -2.89777 0.98560 -0.260
O 6.14807 -4.21594 1.54623 -0.207
C 7.32421 -4.73187 0.84020 -0.247
C 8.71280 -4.27554 1.50132 -0.094
H 7.77186 6.54068 3.19656 0.087
H 6.49335 7.50583 2.16183 0.074
H 8.18758 7.07189 1.47002 0.083
H 5.67794 5.51206 1.16110 0.127
H 7.46838 5.03167 0.72927 0.122
H 6.39761 3.13929 0.87412 0.128
H 7.42789 2.47509 2.27171 0.147
H 4.27875 2.95949 2.62233 0.137
H 5.55019 2.02253 3.70428 0.145
H 3.01784 1.39410 3.93256 0.130
H 4.27964 0.11931 4.28223 0.139
H 2.40127 -1.03460 5.00700 0.131
H 2.38463 -1.60975 3.27095 0.084
H 0.71899 1.07901 3.89304 0.122
H 0.27866 -0.37097 2.86634 0.095
H 0.34033 -1.21685 5.81154 0.142
H -0.70387 0.29511 5.53709 0.138
H -3.03347 -1.95687 2.28395 0.085
H -4.38449 -0.98068 3.05827 0.084
H -2.99820 -0.06365 2.20634 0.090
H 2.07068 2.00343 1.49456 0.184
H -0.10865 -0.22923 -0.00250 0.129
H 0.45540 1.53913 0.12076 0.137
H 1.00215 1.76083 -2.19938 0.139
H 1.97109 0.21583 -2.12108 0.139
H -2.01420 -0.25507 -3.24518 0.124
H -1.67889 -0.43889 -1.45521 0.118
H -1.01546 2.39937 -2.85809 0.093
H -1.56974 2.02635 -1.15007 0.072
H -2.83609 1.93695 -2.51099 0.083
H 3.08564 -1.35255 -0.80955 0.140
H 0.81642 -2.33004 -0.09070 0.129
H 1.03951 -1.97164 1.68458 0.101
H 3.25974 -3.95299 0.61605 0.109
H 1.57714 -4.48641 0.09911 0.124
H 1.03921 -5.31803 2.17868 0.128
H 1.29992 -3.70120 2.99819 0.108
H 5.43311 -1.59515 2.73871 0.143
H 4.12583 -2.85146 2.48375 0.111
H 6.84541 -2.35631 0.91179 0.114
H 5.40078 -3.12254 -0.06515 0.120
H 7.29960 -4.32792 -0.23716 0.117
H 7.32610 -5.88466 0.81198 0.133
H 9.17877 -5.04904 2.20071 0.079
H 9.46111 -4.13661 0.63115 0.084
H 8.62696 -3.23593 1.99272 0.080
C -5.66627 0.69169 -8.23257 -0.111
C -4.47936 -0.20355 -7.90366 -0.270
C -4.10547 -0.19528 -6.42058 -0.229
C -3.66000 1.16068 -5.86492 -0.228
C -2.46405 1.79864 -6.57266 -0.263
C -1.19057 0.96926 -6.47399 -0.103
H -5.45089 1.74183 -8.02122 0.066
H -5.91450 0.61284 -9.29408 0.073
H -6.54831 0.39726 -7.65741 0.077
H -3.62017 0.08540 -8.51680 0.100
H -4.72943 -1.23051 -8.19058 0.107
H -3.31486 -0.93481 -6.25414 0.099
H -4.96641 -0.54084 -5.83652 0.110
H -3.41678 1.03353 -4.80224 0.080
H -4.50091 1.86116 -5.89752 0.104
H -2.27562 2.77801 -6.11859 0.104
H -2.69823 1.98891 -7.62433 0.102
H -0.91546 0.79867 -5.42884 0.055
H -0.36218 1.49172 -6.95951 0.073
H -1.30154 -0.00083 -6.96471 0.071
C -9.81305 1.34378 1.84820 -0.112
C -9.32969 0.52332 0.66003 -0.271
C -8.44502 -0.65917 1.05847 -0.226
C -7.13449 -0.28960 1.75931 -0.233
C -6.21184 0.64231 0.97270 -0.272
C -5.72517 0.04375 -0.34042 -0.110
H -8.98119 1.80644 2.38479 0.065
H -10.47338 2.14577 1.50827 0.072
H -10.37338 0.72077 2.55043 0.078
H -8.80436 1.17385 -0.04633 0.098
H -10.20449 0.13543 0.12746 0.107
H -8.22532 -1.25010 0.16309 0.102
H -9.01510 -1.32035 1.72091 0.112
H -6.59306 -1.21653 1.98683 0.100
H -7.35661 0.17199 2.72699 0.106
H -5.33835 0.86997 1.59422 0.084
H -6.70726 1.59852 0.77932 0.103
H -5.19205 -0.89573 -0.16729 0.070
H -5.03842 0.73464 -0.83797 0.058
H -6.55264 -0.15013 -1.02700 0.071
```

The calculation puts the LUMO energy at -0.1513 hartree. The calculation puts the frontier orbital gap at 0.2865 Eh. Its charge is +1. The calculation puts the largest force on an atom at 4.9 eV/A.